{"formula": "C5H10N4", "method": "ωB97M-V/def2-TZVPD", "symbols": ["C", "C", "C", "N", "N", "N", "N", "C", "C", "H", "H", "H", "H", "H", "H", "H", "H", "H", "H"], "xyz": [[0.4552, 1.1012, -1.6373], [-0.0308, 0.8996, -0.2228], [0.4367, -0.1921, 0.7104], [1.1696, -1.2748, 0.1435], [2.4890, -1.5829, 0.4043], [0.3351, -2.0717, -0.5610], [-0.7790, -1.6509, -0.7292], [-0.9284, -0.2695, 0.1792], [-2.2200, -0.2210, 0.9529], [0.4269, 0.2371, -2.3805], [1.4723, 1.4207, -1.4656], [0.0402, 2.0774, -1.9417], [-0.3439, 1.9403, 0.1095], [0.8244, -0.0310, 1.8103], [2.4869, -2.5810, 0.3853], [2.6929, -1.1604, 1.2819], [-2.6753, -1.1346, 1.1841], [-2.7470, 0.4494, 0.3159], [-2.1292, 0.2884, 1.9865]], "atomic_forces_ev_per_a": [[0.78, 0.04, -0.11], [-1.87, 0.49, -0.25], [2.37, 0.89, 2.61], [-3.13, 0.69, -1.10], [0.30, 0.12, -1.30], [3.78, -1.07, -0.02], [-2.88, 2.99, 1.20], [0.79, -2.50, -0.23], [1.57, 2.68, 1.17], [-0.26, 1.31, 1.09], [0.89, -0.33, -0.50], [-0.44, -0.90, -0.72], [0.37, -1.69, 0.59], [-1.26, 0.11, -1.95], [0.66, -0.79, 0.60], [0.38, -0.29, 1.02], [-0.63, -1.47, -0.37], [-1.67, 0.21, -0.04], [0.26, -0.49, -1.67]], "lowdin_charge": [-0.0775, -0.2257, -0.2103, -0.2201, 0.0971, -0.0155, 0.0708, -0.3291, -0.0295, 0.1021, 0.0640, 0.0738, 0.1552, 0.1770, 0.0756, 0.0641, 0.0505, 0.0646, 0.1128], "e_lumo_ev": 0.9, "de_lowest_kcal_mol": 121.2, "smiles": "C[C@@H]1[C@@H]2N(N)N=N[C@]12C", "orbital_gap_ev": 8.73}